{"formula": "C5H13NO", "method": "ωB97M-V/def2-TZVPD", "homo_lumo_gap_ev": 10.7, "energy_ev": -8932.999, "charge": 0, "smiles": "NCCCCCO", "max_force_ha_per_bohr": 0.0191, "elements": ["N", "C", "C", "C", "C", "C", "O", "H", "H", "H", "H", "H", "H", "H", "H", "H", "H", "H", "H", "H"], "coordinates": [[-2.29, -1.72, 0.05], [-1.77, -0.63, -0.77], [-0.24, -0.63, -0.76], [0.29, -0.31, 0.63], [0.66, 1.16, 0.84], [1.95, 1.58, 0.11], [3.08, 0.78, 0.41], [-2.42, -2.53, -0.54], [-3.24, -1.49, 0.33], [-2.13, -0.63, -1.80], [-2.06, 0.34, -0.36], [0.12, -1.60, -1.12], [0.13, 0.06, -1.53], [-0.46, -0.65, 1.33], [1.13, -0.92, 0.98], [-0.11, 1.79, 0.40], [0.78, 1.38, 1.90], [1.73, 1.54, -0.96], [2.12, 2.61, 0.37], [2.73, -0.11, 0.52]], "nbo_charge": [-0.836, -0.217, -0.413, -0.423, -0.419, -0.058, -0.714, 0.353, 0.356, 0.173, 0.181, 0.205, 0.201, 0.235, 0.185, 0.199, 0.208, 0.145, 0.178, 0.462]}

=====

{"formula": "C5H13NO", "method": "ωB97M-V/def2-TZVPD", "homo_lumo_gap_ev": 10.1, "energy_ev": -8932.224, "charge": 0, "smiles": "CCC[C@H](N)CO", "max_force_ha_per_bohr": 0.0451, "elements": ["C", "C", "C", "C", "N", "C", "O", "H", "H", "H", "H", "H", "H", "H", "H", "H", "H", "H", "H", "H"], "coordinates": [[1.98, 0.06, 0.51], [1.28, 1.35, 0.10], [-0.25, 1.24, 0.11], [-0.78, -0.10, -0.49], [-2.23, -0.01, -0.91], [-0.84, -1.27, 0.51], [-0.08, -2.34, -0.04], [3.08, 0.30, 0.40], [1.75, -0.73, -0.20], [1.70, -0.36, 1.46], [1.67, 1.55, -0.91], [1.61, 2.22, 0.72], [-0.66, 2.09, -0.47], [-0.52, 1.40, 1.15], [-0.19, -0.43, -1.38], [-2.74, 0.74, -0.46], [-2.17, 0.05, -1.93], [-1.94, -1.50, 0.76], [-0.29, -1.13, 1.46], [-0.42, -3.16, -0.40]], "nbo_charge": [-0.620, -0.388, -0.418, -0.086, -0.865, -0.064, -0.777, 0.208, 0.220, 0.202, 0.191, 0.200, 0.206, 0.201, 0.209, 0.364, 0.363, 0.196, 0.169, 0.490]}

=====

{"formula": "C5H13NO", "method": "ωB97M-V/def2-TZVPD", "homo_lumo_gap_ev": 9.3, "energy_ev": -8932.795, "charge": 0, "smiles": "CN1CCCC1.O", "max_force_ha_per_bohr": 0.0360, "elements": ["C", "N", "C", "C", "C", "C", "H", "H", "H", "H", "H", "H", "H", "H", "H", "H", "H", "O", "H", "H"], "coordinates": [[0.26, -1.14, -0.51], [-0.21, 0.25, -0.67], [0.85, 1.20, -0.38], [0.13, 2.56, -0.15], [-1.36, 2.18, -0.03], [-1.29, 0.68, 0.22], [1.34, -1.12, -0.66], [-0.11, -1.74, -1.35], [0.02, -1.56, 0.44], [1.40, 0.96, 0.53], [1.59, 1.31, -1.17], [0.33, 3.28, -0.93], [0.50, 3.01, 0.75], [-1.88, 2.44, -0.95], [-1.78, 2.65, 0.86], [-1.02, 0.53, 1.27], [-2.20, 0.13, -0.02], [1.28, -4.39, 1.03], [1.42, -5.22, 1.50], [1.22, -3.66, 1.65]], "nbo_charge": [-0.413, -0.434, -0.224, -0.409, -0.405, -0.221, 0.198, 0.205, 0.174, 0.153, 0.198, 0.207, 0.199, 0.211, 0.205, 0.150, 0.204, -0.947, 0.474, 0.473]}

=====

{"formula": "C5H13NO", "method": "ωB97M-V/def2-TZVPD", "homo_lumo_gap_ev": 9.7, "energy_ev": -8931.564, "charge": 0, "smiles": "CNCC[C@H](C)O", "max_force_ha_per_bohr": 0.0851, "elements": ["C", "N", "C", "C", "C", "C", "O", "H", "H", "H", "H", "H", "H", "H", "H", "H", "H", "H", "H", "H"], "coordinates": [[-0.49, -2.54, -0.81], [-1.05, -1.53, 0.25], [-1.41, -0.16, -0.26], [-0.24, 0.82, -0.76], [0.97, 1.03, 0.25], [0.57, 1.48, 1.70], [1.92, 1.97, -0.26], [-0.14, -2.05, -1.69], [-1.39, -3.19, -1.03], [0.31, -3.04, -0.33], [-0.19, -1.63, 0.86], [-2.12, 0.26, 0.52], [-2.01, -0.21, -1.14], [0.32, 0.36, -1.70], [-0.68, 1.74, -0.97], [1.48, 0.02, 0.35], [-0.19, 0.81, 2.13], [1.53, 1.63, 2.21], [0.18, 2.49, 1.62], [2.63, 1.73, -0.92]], "nbo_charge": [-0.423, -0.641, -0.233, -0.422, 0.127, -0.643, -0.766, 0.179, 0.198, 0.188, 0.352, 0.202, 0.198, 0.189, 0.208, 0.142, 0.219, 0.224, 0.211, 0.491]}

=====

{"formula": "C5H13NO", "method": "ωB97M-V/def2-TZVPD", "homo_lumo_gap_ev": 10.0, "energy_ev": -8932.605, "charge": 0, "smiles": "C/C=C/CCN.O", "max_force_ha_per_bohr": 0.0179, "elements": ["C", "C", "C", "C", "C", "N", "H", "H", "H", "H", "H", "H", "H", "H", "H", "H", "H", "O", "H", "H"], "coordinates": [[-0.19, -0.17, 3.56], [0.03, -0.49, 2.10], [1.18, -0.32, 1.47], [1.30, -0.56, -0.02], [0.96, 0.73, -0.77], [0.69, 0.56, -2.21], [0.66, 0.40, 3.94], [-0.34, -1.09, 4.11], [-1.04, 0.49, 3.69], [-0.84, -0.82, 1.52], [2.03, 0.11, 2.00], [2.32, -0.84, -0.28], [0.57, -1.34, -0.27], [1.83, 1.37, -0.67], [0.08, 1.21, -0.33], [1.50, 0.78, -2.77], [0.48, -0.43, -2.40], [-3.93, -0.15, -4.42], [-3.14, -0.25, -3.87], [-4.14, 0.80, -4.39]], "nbo_charge": [-0.639, -0.177, -0.188, -0.447, -0.207, -0.838, 0.209, 0.217, 0.214, 0.187, 0.193, 0.208, 0.200, 0.183, 0.183, 0.355, 0.348, -0.941, 0.471, 0.469]}

=====

{"formula": "C5H13NO", "method": "ωB97M-V/def2-TZVPD", "homo_lumo_gap_ev": 9.6, "energy_ev": -8931.242, "charge": 0, "smiles": "C=C(CC)NC.O", "max_force_ha_per_bohr": 0.1000, "elements": ["C", "C", "C", "C", "N", "C", "H", "H", "H", "H", "H", "H", "H", "H", "H", "H", "H", "O", "H", "H"], "coordinates": [[-1.51, 0.04, 1.34], [-0.67, -0.69, 0.63], [-0.76, -1.35, -0.75], [0.17, -0.52, -1.65], [0.68, -1.23, 1.28], [1.81, -0.21, 1.30], [-1.34, 0.37, 2.41], [-2.48, 0.16, 0.91], [-1.80, -1.14, -1.10], [-0.43, -2.37, -0.52], [1.26, -0.61, -1.68], [0.02, 0.54, -1.42], [-0.02, -0.71, -2.71], [0.51, -1.58, 2.16], [2.20, 0.06, 0.30], [1.53, 0.78, 1.86], [2.69, -0.60, 1.79], [-0.32, 3.01, -1.07], [-1.04, 3.62, -1.25], [-0.49, 2.41, -1.85]], "nbo_charge": [-0.460, 0.216, -0.461, -0.618, -0.682, -0.419, 0.216, 0.199, 0.209, 0.247, 0.220, 0.203, 0.207, 0.356, 0.197, 0.172, 0.198, -0.922, 0.463, 0.462]}

=====

{"formula": "C5H13NO", "method": "ωB97M-V/def2-TZVPD", "homo_lumo_gap_ev": 10.4, "energy_ev": -8933.066, "charge": 0, "smiles": "CC(N)=O.CCC", "max_force_ha_per_bohr": 0.0593, "elements": ["C", "C", "N", "O", "H", "H", "H", "H", "H", "C", "C", "C", "H", "H", "H", "H", "H", "H", "H", "H"], "coordinates": [[1.63, -0.84, 0.34], [1.13, -0.49, 1.73], [1.16, 0.79, 2.12], [0.71, -1.38, 2.44], [2.29, -1.69, 0.34], [1.90, 0.09, -0.14], [0.77, -1.05, -0.32], [0.87, 1.13, 3.02], [1.29, 1.55, 1.48], [-1.58, 1.76, -1.64], [-0.97, 0.52, -2.39], [-1.76, -0.72, -1.96], [-0.87, 2.58, -1.82], [-1.31, 1.49, -0.63], [-2.58, 2.10, -1.88], [-0.84, 0.60, -3.46], [0.05, 0.45, -1.97], [-1.23, -1.69, -1.98], [-1.91, -0.73, -0.88], [-2.56, -0.85, -2.68]], "nbo_charge": [-0.712, 0.664, -0.819, -0.616, 0.252, 0.205, 0.236, 0.404, 0.385, -0.612, -0.388, -0.635, 0.199, 0.202, 0.216, 0.200, 0.181, 0.207, 0.214, 0.216]}

=====

{"formula": "C5H13NO", "method": "ωB97M-V/def2-TZVPD", "homo_lumo_gap_ev": 8.8, "energy_ev": -8932.240, "charge": 0, "smiles": "C/C=C(\\C)NC.O", "max_force_ha_per_bohr": 0.0572, "elements": ["C", "C", "C", "C", "N", "C", "H", "H", "H", "H", "H", "H", "H", "H", "H", "H", "H", "O", "H", "H"], "coordinates": [[2.14, -1.29, -0.97], [0.78, -1.34, -0.30], [-0.20, -0.42, -0.44], [0.00, 0.87, -1.12], [-1.49, -0.87, -0.08], [-2.15, -0.08, 0.94], [2.93, -1.08, -0.24], [2.36, -2.29, -1.35], [2.22, -0.61, -1.81], [0.63, -2.19, 0.36], [0.48, 0.78, -2.09], [0.45, 1.69, -0.55], [-0.96, 1.34, -1.36], [-1.73, -1.82, -0.27], [-1.48, 0.00, 1.81], [-2.32, 0.96, 0.63], [-3.15, -0.42, 1.22], [0.24, 2.51, 1.69], [0.28, 1.55, 1.64], [0.97, 2.72, 2.28]], "nbo_charge": [-0.648, -0.236, 0.150, -0.691, -0.649, -0.411, 0.212, 0.212, 0.211, 0.194, 0.228, 0.243, 0.224, 0.394, 0.163, 0.194, 0.209, -0.936, 0.470, 0.469]}

=====

{"formula": "C5H13NO", "method": "ωB97M-V/def2-TZVPD", "homo_lumo_gap_ev": 9.9, "energy_ev": -8932.866, "charge": 0, "smiles": "CNCC[C@H](C)O", "max_force_ha_per_bohr": 0.0226, "elements": ["C", "N", "C", "C", "C", "C", "O", "H", "H", "H", "H", "H", "H", "H", "H", "H", "H", "H", "H", "H"], "coordinates": [[1.40, 2.10, 1.34], [0.50, 1.21, 0.60], [1.16, 0.18, -0.22], [0.17, -0.34, -1.28], [-1.24, -0.60, -0.73], [-1.30, -1.53, 0.50], [-2.11, -1.09, -1.77], [2.08, 2.53, 0.58], [2.03, 1.62, 2.08], [0.78, 2.84, 1.83], [-0.13, 0.79, 1.28], [1.49, -0.71, 0.34], [1.99, 0.71, -0.70], [0.00, 0.37, -2.07], [0.53, -1.30, -1.68], [-1.71, 0.34, -0.45], [-0.73, -1.11, 1.33], [-2.36, -1.62, 0.81], [-0.90, -2.54, 0.34], [-1.64, -1.84, -2.13]], "nbo_charge": [-0.406, -0.632, -0.224, -0.422, 0.096, -0.643, -0.709, 0.190, 0.163, 0.202, 0.348, 0.168, 0.200, 0.218, 0.188, 0.187, 0.197, 0.225, 0.203, 0.452]}

=====

{"formula": "C5H13NO", "method": "ωB97M-V/def2-TZVPD", "homo_lumo_gap_ev": 10.0, "energy_ev": -8931.883, "charge": 0, "smiles": "C=C(C)CCN.O", "max_force_ha_per_bohr": 0.0829, "elements": ["C", "C", "C", "C", "C", "N", "H", "H", "H", "H", "H", "H", "H", "H", "H", "H", "H", "O", "H", "H"], "coordinates": [[0.19, -1.65, -1.61], [0.39, -0.45, -1.05], [1.43, 0.45, -1.67], [-0.43, -0.02, 0.11], [0.51, 0.43, 1.37], [1.33, -0.67, 1.88], [0.77, -1.95, -2.53], [-0.54, -2.29, -1.05], [0.80, 1.21, -2.14], [1.99, -0.07, -2.50], [2.03, 0.94, -0.84], [-0.94, -0.95, 0.38], [-1.26, 0.65, -0.14], [1.13, 1.17, 0.99], [-0.12, 0.78, 2.21], [2.32, -0.37, 1.64], [1.13, -1.44, 1.35], [-3.69, 1.18, 0.92], [-3.32, 2.06, 0.85], [-3.72, 1.00, 1.85]], "nbo_charge": [-0.432, 0.023, -0.652, -0.464, -0.203, -0.819, 0.204, 0.197, 0.218, 0.223, 0.208, 0.207, 0.235, 0.171, 0.180, 0.349, 0.352, -0.934, 0.467, 0.469]}

=====

{"formula": "C5H13NO", "method": "ωB97M-V/def2-TZVPD", "homo_lumo_gap_ev": 9.0, "energy_ev": -8932.175, "charge": 0, "smiles": "CC/C(C)=C/N.O", "max_force_ha_per_bohr": 0.0450, "elements": ["C", "C", "C", "C", "C", "N", "H", "H", "H", "H", "H", "H", "H", "H", "H", "H", "H", "O", "H", "H"], "coordinates": [[2.37, 1.43, -0.34], [1.25, 1.37, -1.42], [0.23, 0.29, -1.16], [0.48, -1.11, -1.67], [-1.02, 0.59, -0.81], [-2.01, -0.47, -0.78], [3.09, 0.54, -0.48], [2.94, 2.33, -0.47], [1.98, 1.52, 0.71], [0.69, 2.33, -1.48], [1.82, 1.32, -2.32], [-0.36, -1.69, -2.12], [0.62, -1.71, -0.75], [1.40, -1.12, -2.22], [-1.46, 1.55, -0.43], [-1.81, -1.06, 0.03], [-2.95, -0.11, -0.67], [-2.68, -2.14, 5.34], [-2.08, -1.66, 4.77], [-2.50, -2.18, 6.27]], "nbo_charge": [-0.601, -0.420, -0.040, -0.657, -0.034, -0.850, 0.201, 0.205, 0.204, 0.206, 0.209, 0.246, 0.209, 0.210, 0.184, 0.362, 0.365, -0.967, 0.483, 0.484]}

=====

{"formula": "C5H13NO", "method": "ωB97M-V/def2-TZVPD", "homo_lumo_gap_ev": 10.3, "energy_ev": -8932.516, "charge": 0, "smiles": "CCC[C@@](C)(N)O", "max_force_ha_per_bohr": 0.0693, "elements": ["C", "C", "C", "C", "C", "N", "O", "H", "H", "H", "H", "H", "H", "H", "H", "H", "H", "H", "H", "H"], "coordinates": [[-2.29, 0.72, 0.38], [-1.56, -0.30, -0.46], [-0.01, 0.22, -0.97], [1.06, 0.01, 0.05], [1.75, -1.35, 0.00], [2.03, 1.05, 0.08], [0.26, 0.03, 1.45], [-3.38, 0.59, 0.27], [-2.10, 0.56, 1.45], [-2.03, 1.75, 0.13], [-1.59, -1.30, -0.04], [-2.03, -0.36, -1.45], [0.21, -0.30, -1.90], [-0.17, 1.28, -1.21], [1.02, -2.15, 0.06], [2.33, -1.46, -0.92], [2.42, -1.47, 0.85], [1.90, 1.71, -0.68], [1.97, 1.58, 0.94], [0.21, -0.79, 1.96]], "nbo_charge": [-0.615, -0.357, -0.433, 0.417, -0.634, -0.863, -0.815, 0.200, 0.221, 0.202, 0.201, 0.188, 0.212, 0.204, 0.202, 0.220, 0.222, 0.364, 0.393, 0.472]}

=====

no.,HOMO (eV)
1,-9.7237
2,-9.0410
3,-8.4520
4,-8.8961
5,-9.1857
6,-8.8393
7,-9.6926
8,-7.9556
9,-8.8976
10,-9.2002
11,-8.2859
12,-9.3684